No. 1
179
Properties=species:S:1:pos:R:3:mulliken_charge:R:1 method="wB97M-V/def2-TZVPD" lumo_energy_ev=0.3 total_charge=-1 orbital_gap_ev=1.1 spin_multiplicity=1
O 7.12 1.64 1.73 -0.634
O 1.63 -1.25 -1.20 -0.214
O -1.38 -2.60 8.39 -0.653
O 8.57 -6.14 -0.81 -0.662
O -6.45 2.02 7.98 -0.580
O 1.46 -4.99 -6.35 -0.608
O -4.19 -7.99 -2.80 -0.783
O -1.18 -1.03 7.11 -0.671
O 5.88 2.71 -9.23 -0.626
O 0.25 3.66 -4.85 -0.643
O -0.08 -2.86 6.82 -0.683
O -8.77 -1.78 1.44 -0.619
O 5.26 -7.79 6.75 -0.637
O 0.52 6.16 7.75 -0.678
O 0.62 -10.40 -3.37 -0.773
O -6.61 4.18 -0.32 -0.628
O 5.87 1.02 7.71 -0.663
N 8.54 -8.18 -0.02 -0.350
N 1.62 4.65 -6.29 -0.381
N 7.66 1.35 -9.08 -0.409
N -1.03 -0.68 0.19 0.009
N -6.08 5.90 -1.67 -0.367
N 3.65 -6.37 7.16 -0.348
N 1.46 -4.87 -8.53 -0.391
N -9.12 -1.23 -0.65 -0.382
N 4.39 -0.53 7.14 -0.317
N 6.68 3.59 2.72 -0.377
N 0.30 4.22 6.87 -0.372
N -6.30 1.07 6.02 -0.369
N -2.20 11.35 -0.16 -0.002
C -3.08 -8.55 -2.94 0.556
C -1.55 -8.05 0.43 -0.393
C 3.00 -1.41 -1.70 -0.866
C 1.38 -1.71 0.08 -0.635
C -3.06 12.92 -1.87 -1.313
C -0.30 -8.56 0.31 -0.575
C -3.41 -10.12 -6.40 -0.719
C -1.25 -0.18 -1.30 -0.346
C -8.23 2.23 6.66 -0.926
C 5.12 0.11 7.99 0.590
C 8.16 -7.32 -0.87 0.625
C -0.74 11.46 -0.57 -0.432
C -3.65 -9.54 -5.23 -0.262
C -2.97 12.56 -0.37 -0.487
C -9.32 -3.55 -0.11 -0.891
C 4.63 -6.80 6.43 0.627
C -2.51 -8.14 -0.57 -0.950
C 6.86 3.43 0.25 -1.035
C -0.13 -1.99 0.24 -0.554
C -6.95 1.66 6.98 0.629
C -0.01 10.05 -0.29 -1.239
C 5.03 -6.08 5.13 -0.797
C -0.44 0.51 1.03 -0.415
C -2.11 -10.61 -6.56 -0.284
C -1.74 5.69 6.97 -0.825
C -1.46 1.62 1.37 -1.341
C -2.51 10.83 1.21 -0.714
C -2.11 -8.59 -1.87 0.236
C -1.96 11.63 2.42 -1.001
C 1.06 2.33 -6.72 -0.941
C -0.46 -9.82 -3.26 0.576
C 0.06 -9.20 -0.88 -0.438
C -9.09 -2.12 0.32 0.627
C 6.79 2.82 1.65 0.702
C -2.35 -1.07 0.79 -1.195
C 0.91 3.62 -5.87 0.691
C 4.94 -0.18 9.41 -0.883
C -1.44 -9.85 -4.33 0.348
C 7.18 2.68 -7.17 -0.942
C 1.98 -5.25 -7.40 0.642
C -2.72 -9.27 -4.19 0.267
C -6.48 5.40 -0.52 0.546
C 6.83 2.26 -8.60 0.677
C -1.15 -10.48 -5.55 -0.814
C 3.37 -5.73 -7.39 -0.970
C -0.80 -9.16 -2.02 0.255
C 7.21 -7.76 -1.98 -0.959
C -0.85 -2.15 7.40 0.622
C -2.23 -0.88 -2.29 -1.225
C -0.28 5.34 7.24 0.654
C -6.96 6.38 0.56 -0.796
H 1.42 5.44 -5.71 0.248
H -6.68 7.39 0.28 0.283
H 9.25 -7.91 0.65 0.257
H 4.05 -4.94 -7.07 0.267
H 2.97 -5.70 6.83 0.182
H -3.05 -0.28 0.53 0.444
H 7.13 2.65 -0.46 0.251
H -3.66 13.81 -2.07 0.409
H 7.99 3.37 -6.93 0.279
H -2.28 6.26 7.73 0.269
H -8.04 6.33 0.70 0.227
H 8.18 0.71 -8.50 0.233
H -0.86 2.49 1.64 0.397
H 3.29 -2.46 -1.71 0.328
H 0.98 -9.76 -0.84 0.410
H 6.11 -5.99 4.97 0.259
H -5.34 0.85 6.21 0.247
H -3.97 12.41 0.04 0.425
H 1.27 4.16 7.17 0.228
H 6.81 3.21 3.65 0.244
H -4.09 -10.06 -7.24 0.365
H -1.80 -7.61 1.39 0.413
H 0.32 -8.64 1.19 0.399
H 3.65 -6.21 -8.33 0.330
H 7.41 4.37 0.26 0.332
H -2.03 13.14 -2.16 0.319
H 5.89 0.07 9.88 0.263
H -2.10 1.43 2.24 0.369
H 3.49 -6.34 -6.49 0.290
H 0.94 10.15 -0.81 0.412
H -2.25 -1.23 1.87 0.479
H -8.92 2.24 7.51 0.273
H -0.34 12.35 -0.08 0.383
H 5.90 3.91 0.05 0.332
H -6.79 0.89 5.15 0.184
H -0.14 -10.85 -5.68 0.423
H -5.67 6.83 -1.66 0.224
H 6.31 3.09 -6.65 0.250
H -8.34 -4.02 -0.07 0.241
H -2.24 -0.58 -3.34 0.369
H -3.56 12.15 -2.47 0.307
H 6.54 4.57 2.51 0.186
H -9.65 -3.64 -1.14 0.301
H -8.74 1.69 5.86 0.323
H -0.20 3.38 6.64 0.223
H -0.50 9.22 -0.80 0.302
H -3.58 10.64 1.29 0.425
H -2.32 12.65 2.27 0.273
H -1.58 0.84 -1.17 0.360
H 7.32 1.06 -9.99 0.256
H 0.05 9.81 0.77 0.302
H -2.50 13.36 0.20 0.300
H -2.09 1.83 0.51 0.368
H -0.47 -2.56 -0.62 0.334
H -4.69 -9.25 -5.15 0.357
H 7.45 1.76 -6.64 0.281
H 3.22 -6.84 7.95 0.228
H -3.53 -7.81 -0.47 0.437
H 4.13 0.40 9.87 0.246
H -2.26 4.74 6.82 0.288
H 6.25 -7.98 -1.51 0.290
H 7.18 -6.89 -2.62 0.246
H 3.63 -1.15 7.34 0.218
H 1.73 -0.99 0.81 0.366
H 0.47 2.41 -7.63 0.287
H 0.31 0.87 0.32 0.362
H -8.06 3.28 6.42 0.218
H -0.88 11.55 2.55 0.213
H 4.47 -0.26 6.17 0.222
H 3.18 -0.97 -2.68 0.254
H -0.35 -2.40 1.23 0.489
H 2.19 4.61 -7.12 0.211
H -2.17 9.81 1.41 0.349
H 4.51 -5.13 5.26 0.256
H -2.15 -1.97 -2.17 0.288
H -9.27 -1.64 -1.56 0.205
H 8.46 -9.14 -0.33 0.217
H -6.44 6.20 1.50 0.266
H -1.77 6.23 6.03 0.212
H 2.07 2.18 -7.10 0.290
H -5.76 5.28 -2.40 0.245
H 0.57 -4.38 -8.50 0.240
H 7.44 -8.72 -2.45 0.336
H -0.26 -0.19 -1.77 0.364
H -2.67 -1.95 0.24 0.462
H -1.74 -11.11 -7.44 0.353
H -10.02 -4.19 0.43 0.282
H 0.81 1.46 -6.11 0.239
H -8.58 -0.38 -0.56 0.236
H -2.38 11.43 3.40 0.429
H 0.04 0.01 1.87 0.513
H 4.76 -1.25 9.51 0.323
H 1.86 -2.66 0.31 0.505
H -3.23 -0.59 -1.97 0.373
H 3.70 -0.85 -1.06 0.343
H 4.58 -6.53 4.25 0.230
H -0.72 11.61 -1.65 0.341
H 2.12 -4.79 -9.29 0.198



No. 2
45
Properties=species:S:1:pos:R:3:lowdin_spin:R:1 method="wB97M-V/def2-TZVPD" lumo_energy_ev="-11.0 / -13.1" total_charge=+3 de_lowest_kcal_mol=58.7 orbital_gap_ev="6.2 / 4.1" spin_multiplicity=2
I -6.35 -2.15 -1.95 0.398
I -8.43 -3.29 -2.94 0.602
Fe -1.50 -0.93 -0.63 0.000
N 2.63 -0.49 -0.99 0.000
N -1.70 -1.01 1.28 0.000
N 0.37 -0.99 -0.84 0.000
N -2.15 0.89 -0.40 0.000
C -1.94 0.19 1.86 0.000
C -2.27 2.62 1.22 0.000
C 1.03 1.17 -1.76 0.000
C -2.11 1.29 0.88 0.000
C -1.77 -2.06 3.42 0.000
C -2.44 1.77 -1.37 0.000
C -2.10 0.31 3.22 0.000
C -2.00 -0.83 4.01 0.000
C 3.07 -2.87 -1.55 0.000
C -1.62 -2.10 2.04 0.000
C 1.37 -0.16 -1.16 0.000
C 3.04 -1.81 -0.46 0.000
C -2.66 3.11 -1.09 0.000
C 4.11 1.29 -0.07 0.000
C -2.54 3.54 0.22 0.000
C 3.75 0.44 -1.28 0.000
H -2.30 1.27 3.67 0.000
H 3.41 -3.82 -1.13 0.000
H -2.12 -0.75 5.09 0.000
H 4.03 -1.67 -0.03 0.000
H 2.39 -2.09 0.37 0.000
H -1.70 -2.96 4.00 0.000
H -2.67 4.59 0.46 0.000
H -1.42 -3.04 1.53 0.000
H 3.50 1.05 -2.14 0.000
H 0.72 -1.88 -0.48 0.000
H 4.59 -0.19 -1.57 0.000
H 1.56 1.30 -2.70 0.000
H 4.93 1.95 -0.32 0.000
H 1.32 1.99 -1.10 0.000
H -0.03 1.22 -1.96 0.000
H 3.27 1.91 0.25 0.000
H -2.90 3.79 -1.90 0.000
H 2.09 -3.03 -2.00 0.000
H -2.47 1.39 -2.38 0.000
H 4.42 0.67 0.77 0.000
H -2.18 2.95 2.25 0.000
H 3.77 -2.59 -2.34 0.000



No. 3
15
Properties=species:S:1:pos:R:3:nbo_charge:R:1 method="wB97M-V/def2-TZVPD" smiles="CCNC=O.O" lumo_energy_ev=0.7 de_lowest_kcal_mol=34.8 orbital_gap_ev=10.4 spin_multiplicity=1
O -2.53 -1.19 -1.84 -0.977
O 0.20 2.70 -1.10 -0.576
N 0.40 1.45 0.78 -0.637
C 0.59 1.67 -0.59 0.525
C 0.92 0.16 1.28 -0.230
C 0.47 -1.04 0.50 -0.626
H -0.62 -1.15 0.57 0.202
H 2.00 0.22 1.31 0.192
H 0.58 0.17 2.34 0.204
H 0.68 -0.88 -0.56 0.201
H 0.86 -2.02 0.79 0.224
H -0.35 1.86 1.32 0.406
H 1.02 0.85 -1.09 0.112
H -2.21 -1.73 -1.09 0.488
H -2.01 -1.07 -2.63 0.490



No. 4
21
Properties=species:S:1:pos:R:3:nbo_charge:R:1 method="wB97M-V/def2-TZVPD" smiles="NCOC(=O)OCCCO" lumo_energy_ev=0.6 de_lowest_kcal_mol=50.7 orbital_gap_ev=10.5 spin_multiplicity=1
O 1.82 0.56 -0.87 -0.540
O -2.04 -1.86 0.63 -0.713
O 0.38 1.42 0.68 -0.531
O 1.37 2.75 -0.84 -0.552
N 1.88 -1.07 0.90 -0.830
C -1.01 1.27 0.36 -0.059
C -1.38 0.16 -0.63 -0.477
C 1.19 1.66 -0.36 0.992
C -2.51 -0.75 -0.14 -0.054
C 2.64 -0.20 0.02 0.096
H -3.06 -1.13 -1.01 0.163
H -1.36 2.23 -0.02 0.185
H -1.67 0.60 -1.59 0.215
H -1.51 1.08 1.32 0.200
H -0.51 -0.48 -0.84 0.220
H 3.32 -0.73 -0.65 0.164
H -1.52 -2.43 0.05 0.459
H 2.54 -1.57 1.49 0.364
H -3.19 -0.21 0.51 0.179
H 3.23 0.48 0.65 0.170
H 1.40 -1.78 0.35 0.351



no.,DFT total energy (a.u.)
1,-3992.83939
2,-2699.99517
3,-324.91722
4,-552.79804